This record from the Open Molecules 2025 dataset describes a structure of composition C5H6OS. The level of theory is the ωB97M-V functional and the def2-TZVPD basis.

Output
**Energy above the lowest of the compared OMol25 structures with the same formula, charge and spin**: 5.6608 eV
**Kohn-Sham gap (spin up / spin down)**: 8.5 / 7.2 eV
**Spin multiplicity**: 1
**Lowest unoccupied orbital energy (spin up / spin down)**: -0.2 / -0.9 eV
**E**: -667.3301 Ha

```
13
Properties=species:S:1:pos:R:3:lowdin_charge:R:1
H 0.0109 1.9808 -0.8570 0.11
C 0.2295 0.5774 0.8538 -0.15
H -1.4757 -0.7351 -1.5071 0.11
H 0.0945 -1.1287 2.0365 0.08
C 0.1010 -0.9464 1.0307 -0.05
C -1.3488 0.1228 -0.8323 -0.41
C -1.0727 -0.1339 0.6616 -0.10
H 0.5940 -1.5743 0.3855 0.08
H 0.8044 0.5278 -1.2177 0.09
S -2.6185 1.3237 -1.4905 0.92
O -3.6532 0.6146 -2.2751 -0.57
H 0.5161 1.2331 1.5106 0.07
C 0.0226 0.8999 -0.6386 -0.16
```


This record from the Open Molecules 2025 dataset describes a structure of composition C3HO3V. The level of theory is the ωB97M-V functional and the def2-TZVPD basis.

Output
**Expectation value of S²**: 3.80
**Energy above the lowest of the compared OMol25 structures with the same formula, charge and spin**: 0.0999 eV
**Kohn-Sham gap (spin up / spin down)**: 6.5 / 6.9 eV
**Spin multiplicity**: 4
**Lowest unoccupied orbital energy (spin up / spin down)**: -5.9 / -5.7 eV
**E**: -1284.2639 Ha
**Net charge**: +1

```
8
Properties=species:S:1:pos:R:3:lowdin_charge:R:1
O 0.8659 0.4787 2.9179 0.22
C 0.0058 -0.9717 1.0741 -0.22
O -1.3620 2.0358 -3.0472 0.20
C 0.4848 -0.1548 2.0051 -0.11
O 0.0840 -0.8567 -0.2543 -0.30
H -0.3519 -1.9350 1.4588 0.14
V 0.8249 -0.0264 -1.5924 1.05
C -0.5514 1.4300 -2.5620 0.02
```


This record from the Open Molecules 2025 dataset describes a cluster of 2 separate species, C4H6ClO2P in total. The level of theory is the ωB97M-V functional and the def2-TZVPD basis.

Output
**Energy above the lowest of the compared OMol25 structures with the same formula, charge and spin**: 0.4125 eV
**Kohn-Sham gap**: 9.3 eV
**Spin multiplicity**: 1
**Lowest unoccupied orbital energy**: 0.5 eV
**E**: -1107.9519 Ha

```
14
Properties=species:S:1:pos:R:3:lowdin_charge:R:1
H 2.8894 0.1591 0.5720 -0.11
C -0.5843 -0.5418 -0.5589 -0.13
H -2.1988 -0.5670 0.6804 0.05
Cl 0.7468 3.0223 -0.1429 0.62
C -1.2173 -0.8029 0.8096 -0.04
H 3.2026 1.3208 -0.7796 -0.12
H -1.0080 -1.7465 1.1238 0.05
C 0.5828 -1.0261 -0.8015 -0.25
P 3.2625 1.5303 0.5940 0.85
H -1.0953 -0.0340 -1.2874 0.08
O 1.6514 -1.3802 -1.0322 0.16
O 0.6529 1.4225 1.7382 -0.06
H -0.6684 -0.0749 1.3864 0.04
C 1.3855 1.7983 0.8935 -1.14
```


This record from the Open Molecules 2025 dataset describes a cluster of 2 separate species, C3H10O in total. The level of theory is the ωB97M-V functional and the def2-TZVPD basis.

Output
**Energy above the lowest of the compared OMol25 structures with the same formula, charge and spin**: 0.9997 eV
**Kohn-Sham gap**: 11.3 eV
**Spin multiplicity**: 1
**Lowest unoccupied orbital energy**: 1.0 eV
**E**: -195.4922 Ha

```
14
Properties=species:S:1:pos:R:3:lowdin_charge:R:1
H 3.4361 4.7326 -1.2147 0.08
H -1.2150 -5.2236 1.8310 0.06
C 2.4449 4.2979 -1.1346 -0.15
O 2.3072 3.9305 -2.5219 -0.16
H 2.4703 3.4098 -0.4934 0.07
H 1.3832 3.7104 -2.7670 0.08
H -3.2982 -2.9814 1.9865 0.06
H -2.6823 -3.6569 0.3705 0.06
H -2.8593 -5.5255 1.7503 0.05
H -2.2506 -4.8201 3.2202 0.06
H -1.7074 -2.7248 1.5640 0.06
H 1.5577 4.8541 -0.8353 0.07
C -2.1664 -4.7776 2.1411 -0.18
C -2.5021 -3.4654 1.4193 -0.17
```